C6H12AsF7O6Rb as an isolated structure. Source: the OMol25 dataset; level of theory: wB97M-V/def2-TZVPD.

Results
Relative energy (zero: lowest compared OMol25 entry of this formula, charge and spin), kJ/mol: 38.6
HOMO-LUMO gap, eV: 7.06
Max |F|, Eh/bohr: 0.0401

```
! RIJCOSX wB97M-V def2-TZVPD def2/J DEFGRID3
* xyz -1 1
Rb -0.60633 -0.91271 -1.99824
As 2.83025 -0.56325 -3.79071
F 2.00701 -2.09440 -3.67774
F 1.31601 0.31125 -3.66676
F 3.64288 1.00411 -3.77886
F 4.37401 -1.31543 -4.03458
F 2.63870 -0.52253 -5.52118
F 2.88694 -0.57566 -2.03881
F -0.35459 -3.65202 -1.84758
C 2.35655 0.87778 3.15062
O 1.14296 0.21597 2.76674
C 1.19897 -1.04350 2.42781
O 2.13284 -1.77701 2.62281
O 0.07160 -1.40193 1.84046
C -0.06122 -2.73084 1.36702
H 2.34586 0.94471 4.23608
H 2.23414 1.89448 2.76473
H 3.24793 0.46488 2.69310
H 0.82640 -3.32527 1.57752
H -0.17301 -2.74367 0.28017
H -0.94534 -3.23777 1.75159
C -4.61909 0.79304 -0.90283
O -4.02509 1.79907 -0.06044
C -2.73109 1.67461 0.17439
O -1.99308 0.86836 -0.32930
O -2.37078 2.56557 1.07014
C -1.00244 2.63524 1.48470
H -5.04448 0.03818 -0.25115
H -3.93362 0.40815 -1.65271
H -5.37457 1.34485 -1.46166
H -0.91484 2.14883 2.45233
H -0.83190 3.70955 1.54400
H -0.27158 2.19732 0.80832
*
```

Listed below, in e, are the Löwdin charges computed for each atom:
1. Rb 0.9744
2. As 0.7233
3. F -0.2666
4. F -0.3753
5. F -0.2855
6. F -0.2572
7. F -0.2671
8. F -0.2832
9. F -0.8579
10. C -0.0168
11. O -0.0064
12. C -0.6426
13. O 0.1223
14. O 0.0046
15. C -0.0347
16. H 0.0946
17. H 0.0884
18. H 0.1008
19. H 0.0980
20. H 0.0337
21. H 0.0946
22. C -0.0068
23. O 0.0177
24. C -0.6287
25. O -0.0125
26. O 0.0224
27. C -0.0122
28. H 0.1027
29. H 0.0885
30. H 0.0960
31. H 0.0958
32. H 0.0968
33. H 0.0986

---

C20H36N6O9OsP2 as an isolated structure. Source: the OMol25 dataset; level of theory: wB97M-V/def2-TZVPD.

Results
Relative energy (zero: lowest compared OMol25 entry of this formula, charge and spin), kJ/mol: 0.0
HOMO-LUMO gap (alpha / beta), eV: 8.09 / 6.43
⟨S²⟩: 6.016
Max |F|, Eh/bohr: 0.0183

```
! RIJCOSX wB97M-V def2-TZVPD def2/J DEFGRID3
* xyz 2 5
Os 0.11598 1.15428 0.46675
O 1.21328 4.56303 -1.32021
C 0.85839 3.73005 -0.55260
O 0.69115 2.42041 -0.87977
C 0.51098 3.97605 0.88972
C 0.63210 5.15641 1.58602
C 0.30189 5.15292 2.94035
C -0.13297 3.98529 3.56245
C -0.23584 2.84341 2.80024
N 0.07323 2.87428 1.50416
C -0.61968 1.45387 3.24704
O -0.81261 1.16038 4.38876
O -0.70011 0.61948 2.20642
H 0.97615 6.04276 1.07131
H 0.39694 6.06378 3.51613
H -0.39080 3.94466 4.61164
C -3.02226 -1.73515 1.60371
N -2.86497 -1.84504 0.15315
C -3.21336 -3.15861 -0.38643
P -2.65695 -0.58616 -0.83715
O -2.04481 0.59822 -0.10783
O -1.71063 -1.17241 -2.01801
P -0.16534 -0.81317 -2.24868
O 0.36976 -0.27521 -0.93520
N -0.14022 0.22522 -3.48710
C -0.88630 1.48591 -3.43435
C 0.11839 -0.21626 -4.86149
N 0.55924 -2.19363 -2.61853
C -0.07161 -3.22211 -3.44772
C 1.94399 -2.45985 -2.22096
N -3.94277 -0.10681 -1.70007
C -4.48184 -0.87323 -2.82235
C -4.91633 0.76972 -1.04113
H -2.35191 -2.43293 2.10661
H -4.04528 -1.98030 1.89596
H -2.78184 -0.72908 1.93965
H -2.59090 -3.92337 0.08058
H -3.04784 -3.19724 -1.46170
H -4.25800 -3.40471 -0.18397
H -1.09005 1.78151 -2.41626
H -1.83840 1.38001 -3.96196
H -0.29741 2.27011 -3.90796
H 0.76985 -1.08599 -4.87097
H 0.62168 0.59009 -5.39317
H -0.81374 -0.45052 -5.38128
H -1.08390 -2.93180 -3.72089
H -0.11350 -4.16151 -2.89541
H 0.50492 -3.37662 -4.36115
H 2.30323 -1.67678 -1.55780
H 2.58832 -2.50910 -3.10031
H 1.98862 -3.41369 -1.69430
H -3.68794 -1.39593 -3.34903
H -4.95738 -0.18360 -3.51980
H -5.23379 -1.59764 -2.49775
H -4.42610 1.37888 -0.28512
H -5.72331 0.19817 -0.57416
H -5.35466 1.43351 -1.78595
O 2.51235 1.54985 2.31304
C 2.38083 0.32108 2.20437
O 1.66355 -0.28941 1.36293
C 3.09644 -0.56635 3.22627
N 4.19625 0.28481 3.81726
C 5.47783 -0.18653 3.18675
C 5.25619 -1.68520 3.07555
C 3.78634 -1.81376 2.65355
H 2.36861 -0.78136 4.00901
H 4.23826 0.19793 4.83053
H 3.93877 1.25286 3.56406
H 6.32211 0.11207 3.80216
H 5.54996 0.29726 2.21342
H 5.42279 -2.15530 4.04648
H 5.94090 -2.14264 2.36588
H 3.33341 -2.72789 3.02672
H 3.68270 -1.81140 1.56989
*
```

Listed below, in e, are the Löwdin charges computed for each atom:
1. Os 1.9540
2. O 0.1970
3. C -0.4748
4. O -0.2037
5. C -0.1365
6. C 0.0712
7. C 0.0373
8. C 0.0691
9. C -0.1424
10. N -0.0292
11. C -0.5123
12. O 0.1690
13. O -0.1995
14. H 0.1457
15. H 0.1343
16. H 0.1443
17. C -0.0609
18. N -0.2847
19. C -0.0692
20. P 0.5213
21. O -0.3760
22. O -0.2475
23. P 0.5298
24. O -0.4084
25. N -0.2683
26. C -0.0658
27. C -0.0580
28. N -0.2935
29. C -0.0652
30. C -0.0511
31. N -0.2919
32. C -0.0743
33. C -0.0672
34. H 0.0969
35. H 0.0962
36. H 0.0650
37. H 0.0971
38. H 0.0725
39. H 0.0980
40. H 0.0517
41. H 0.1003
42. H 0.1048
43. H 0.0747
44. H 0.1006
45. H 0.0994
46. H 0.0821
47. H 0.0992
48. H 0.0951
49. H 0.0766
50. H 0.0970
51. H 0.0976
52. H 0.0726
53. H 0.0962
54. H 0.0951
55. H 0.0781
56. H 0.0960
57. H 0.0957
58. O 0.0229
59. C -0.6087
60. O -0.0938
61. C -0.1392
62. N 0.0970
63. C -0.0856
64. C -0.1351
65. C -0.0967
66. H 0.1750
67. H 0.1900
68. H 0.1574
69. H 0.1388
70. H 0.1443
71. H 0.1263
72. H 0.1286
73. H 0.1287
74. H 0.1186